*1*
# C4H10S2

C4H10S2 in the gas phase (the ωB97M-V functional and the def2-TZVPD basis, the OMol25 dataset).

Output
- SMILES string = CCSSCC
- E_LUMO (eV) = 0.75

Each line ends with the Mulliken charge.
Element x y z (Å)
H1 2.696 0.427 -1.485  0.310
H2 3.474 0.572 1.165  0.311
H3 -3.562 -1.289 0.192  0.329
H4 -3.356 -0.084 -1.134  0.285
H5 3.238 -1.064 0.372  0.303
H6 1.908 1.584 -0.298  0.352
H7 -2.615 1.010 0.884  0.333
H8 -1.446 -0.313 1.223  0.302
H9 2.018 -0.252 1.391  0.273
C1 -1.989 0.233 0.455  -0.492
H10 -2.231 -1.435 -0.914  0.270
C2 -2.851 -0.702 -0.393  -0.928
S1 -0.823 1.165 -0.561  -0.104
C3 2.149 0.562 -0.558  -0.476
C4 2.806 -0.116 0.655  -0.948
S2 0.583 -0.298 -0.995  -0.119

---

*2*
# C4H10S2

C4H10S2 in the gas phase (the ωB97M-V functional and the def2-TZVPD basis, the OMol25 dataset).

Output
- SMILES string = CCCSSC
- E_LUMO (eV) = -0.11

Each line ends with the Mulliken charge.
Element x y z (Å)
C1 0.171 2.342 -0.213  -1.122
H1 -0.264 3.028 -0.954  0.317
H2 -0.952 -2.248 0.690  0.280
H3 -1.624 1.332 -0.535  0.424
S1 1.691 -0.611 -0.514  -0.074
S2 1.073 -1.141 1.655  -0.136
H4 -0.601 0.627 0.758  0.152
H5 0.430 -3.205 0.379  0.335
H6 1.199 2.300 -0.585  0.314
C2 0.072 -0.103 -1.064  -0.823
C3 -0.616 1.024 -0.257  -0.218
H7 0.130 2.868 0.744  0.298
C4 0.037 -2.487 1.095  -0.835
H8 -0.191 -3.064 1.999  0.346
H9 -0.720 -0.860 -1.083  0.301
H10 0.164 0.199 -2.113  0.439

---

If you had to bet on the most stable structure above, which would it be? Bet on *1*.